Record 1
The following is a quantum chemistry calculation of a molecular structure, C25H32BF3O2S2, from the OMol25 dataset.

- gap between HOMO and LUMO (eV) = 3.47
- energy above the lowest of the compared OMol25 structures with the same formula, charge and spin (kcal per mole) = 42.54
- total energy (eV) = -61037.2612

Geometry as XYZ:
```
65
Properties=species:S:1:pos:R:3:forces:R:3
C 1.8264 -3.4997 2.2469 0.469 -0.239 0.117
C 1.0758 -2.2399 2.5637 0.283 0.176 0.262
C 0.0908 -2.5308 3.7059 0.049 0.037 0.070
C 1.9303 -0.9092 2.8175 0.512 -0.394 0.010
C 2.1718 -0.5618 4.2757 -0.137 -0.060 0.246
C 3.2667 -0.9249 2.0957 0.196 -0.137 -0.260
O 1.0802 0.1396 2.2810 -0.642 -0.853 0.100
B 0.0103 -0.5817 1.7759 0.304 -0.146 -0.578
C -1.4623 -0.2199 2.0111 -0.680 0.513 -0.225
C -2.4657 -1.1397 1.6647 0.020 0.368 0.042
C -3.7912 -0.8827 1.9846 0.220 -0.009 -0.132
C -4.1047 0.2948 2.6472 -0.461 -0.073 0.348
C -5.5465 0.6297 2.9333 -0.390 0.138 0.026
F -5.7008 1.2345 4.1501 -0.042 -0.398 -1.001
F -6.0265 1.4988 1.9806 0.150 -0.728 0.934
F -6.3518 -0.4732 2.9256 0.508 0.977 -0.024
C -3.1231 1.1861 3.0561 0.209 0.044 -0.075
C -1.7987 0.9346 2.7301 -0.275 -0.273 -0.302
C 0.6291 0.6780 -0.9052 0.472 -0.279 0.761
C -0.7620 1.1291 -0.8941 -0.378 0.546 -0.140
C 1.0728 -0.5741 -1.3364 0.325 -0.914 -0.932
C 2.4430 -0.7713 -1.6794 0.067 -0.336 -0.139
C 2.8495 -1.9169 -2.3612 -0.329 0.078 0.413
C 1.9293 -2.9463 -2.6173 0.044 -0.085 -0.057
C 0.6086 -2.8282 -2.1624 0.189 0.098 0.104
C 0.1806 -1.6569 -1.5604 -0.024 0.135 -0.352
O 0.2997 -1.8961 1.4033 -0.017 0.811 0.626
H 2.4508 -3.7719 3.1041 0.046 -0.102 -0.156
H 1.0979 -4.2981 2.0820 0.102 0.046 0.018
H 2.4423 -3.4118 1.3499 -0.045 0.077 0.106
H 0.6152 -2.9749 4.5594 -0.159 0.094 -0.083
H -0.4430 -1.6305 4.0382 0.131 -0.258 -0.019
H -0.6547 -3.2391 3.3237 0.163 0.099 0.159
H 2.7945 -1.3280 4.7586 -0.193 0.184 -0.044
H 2.6932 0.4012 4.3324 -0.040 -0.223 -0.041
H 1.2251 -0.4527 4.8163 0.244 -0.086 -0.027
H 3.9437 -1.6413 2.5779 -0.144 0.068 -0.108
H 3.1714 -1.2002 1.0400 -0.073 0.086 0.135
H 3.7445 0.0576 2.1618 -0.173 -0.050 -0.030
H -2.2097 -2.0560 1.1388 0.075 0.154 0.130
H -4.5616 -1.5992 1.7302 -0.035 0.116 -0.020
H -3.3866 2.0606 3.6336 -0.081 0.068 -0.051
H -1.0196 1.6320 3.0173 -0.028 -0.079 0.041
H 1.3293 1.2258 -0.2862 0.190 0.398 -0.370
H -0.8903 1.8838 -0.1127 -0.375 -0.151 -0.131
H -0.9006 1.6161 -1.8632 -0.662 0.332 0.287
H -1.5532 0.3714 -0.8584 0.251 0.045 0.255
H 3.1532 0.0358 -1.4715 -0.227 -0.266 -0.132
H 3.8862 -2.0333 -2.6793 -0.260 0.104 0.073
H 2.2374 -3.8343 -3.1801 -0.080 0.319 0.343
H -0.0765 -3.6718 -2.2524 0.116 0.258 -0.168
H -0.8637 -1.5268 -1.2655 0.355 -0.253 -0.049
C 0.0672 3.9786 -6.4224 0.007 0.081 -0.044
C 1.2349 4.4113 -5.5459 0.461 -0.037 -0.363
S 1.7714 3.2438 -4.2656 1.020 0.258 -0.248
C 0.3771 2.6413 -3.5721 0.151 0.464 1.330
S -1.0777 2.3633 -4.3830 -0.910 -0.562 -0.214
C -1.2204 3.6318 -5.6856 -0.050 -0.198 -0.237
H -0.1504 4.8060 -7.1104 -0.010 -0.098 0.088
H 0.3689 3.1348 -7.0495 0.010 -0.026 0.180
H 2.1412 4.4555 -6.1744 -0.386 0.291 0.208
H 1.0815 5.3903 -5.0721 -0.086 -0.240 -0.130
H 0.4790 2.4787 -2.4950 -0.382 -0.034 -0.858
H -1.7127 4.5079 -5.2431 0.247 -0.141 -0.085
H -1.9170 3.1703 -6.4087 0.191 0.263 0.420
```
Forces are in eV/Å.

natural (NBO) atomic charge list, values in e, 2 entries: -0.62, 0.24

=====

Record 2
The following is a quantum chemistry calculation of a molecular structure, C48H33F3N11OSTl, from the OMol25 dataset.

- total charge = -2
- gap between HOMO and LUMO (alpha / beta) (eV) = 3.75 / 3.74
- energy above the lowest of the compared OMol25 structures with the same formula, charge and spin (kcal per mole) = 13.73
- total energy (eV) = -92435.5256

Geometry as XYZ:
```
98
Properties=species:S:1:pos:R:3:forces:R:3
Tl 0.2221 0.2647 1.2724 0.455 -0.402 -0.816
C -3.9559 2.7162 -3.1098 -0.166 -0.089 -0.133
C -3.0704 3.7917 -3.0944 0.051 0.218 -0.136
C -2.1246 3.9212 -2.0902 0.027 0.043 0.131
C -2.0624 2.9359 -1.1205 -0.638 -0.352 -0.361
C -1.1669 2.7195 0.0024 0.344 0.472 0.719
N -0.3352 3.6178 0.4487 -0.798 -0.029 -1.263
C 0.4755 3.4003 1.5012 0.639 0.136 0.838
C 1.0796 4.4358 2.2571 0.055 -0.721 0.025
C 0.9436 5.8224 2.2297 0.061 0.346 -0.031
C 1.6095 6.5657 3.1738 -0.247 0.241 -0.296
C 2.4043 5.9433 4.1558 0.276 -0.156 0.353
C 2.5478 4.5759 4.2025 0.242 0.233 0.241
C 1.8862 3.7968 3.2520 -0.401 -0.440 -0.489
C 1.7306 2.3959 3.0519 -0.401 0.809 -0.202
N 2.3934 1.4353 3.7366 0.561 -1.351 0.506
C 2.0164 0.1851 3.7379 -0.049 1.170 0.132
N 0.8491 -0.3273 3.2289 0.072 -0.214 1.071
C 0.7372 -1.6573 3.5554 -1.021 -0.355 -0.175
N -0.2603 -2.4602 3.3088 1.380 -0.180 0.686
C -1.2901 -2.1538 2.5084 -0.817 0.206 -0.525
N -1.4373 -1.0356 1.7399 -0.973 -0.853 0.485
C -2.6056 -1.1111 1.0305 0.036 -0.618 0.447
N -3.0813 -0.2165 0.1564 -0.223 0.771 -0.860
C -2.5082 0.9271 -0.0987 -0.457 -0.581 0.405
N -1.4286 1.4852 0.5419 -0.711 0.775 0.048
C -2.9351 1.8284 -1.1570 0.250 0.624 -0.209
C -3.9054 1.7278 -2.1397 -0.048 -0.053 0.050
C -3.2518 -2.3418 1.3500 0.568 0.189 0.169
C -4.4336 -2.9398 0.9187 -0.255 -0.104 -0.042
C -4.7690 -4.1730 1.4281 -0.315 0.151 -0.293
C -3.9371 -4.8308 2.3489 0.204 -0.265 0.302
C -2.7591 -4.2626 2.7766 -0.130 -0.262 0.125
C -2.4113 -3.0073 2.2877 0.112 0.562 -0.259
C 1.9549 -2.0595 4.2339 0.803 0.248 0.321
C 2.4225 -3.3018 4.6269 -0.132 0.098 -0.032
C 3.7271 -3.3961 5.0782 0.053 -0.102 0.117
C 4.5389 -2.2676 5.1618 0.164 -0.022 0.087
C 4.0664 -1.0135 4.8068 -0.075 0.163 0.045
C 2.7689 -0.9101 4.3342 0.001 -0.937 0.149
N 0.8616 2.1966 2.0166 0.339 1.322 0.332
H -4.6880 2.6486 -3.9071 -0.024 -0.012 -0.003
H -3.1217 4.5339 -3.8841 -0.023 0.017 0.021
H -1.4382 4.7553 -2.0617 0.079 0.074 0.008
H 0.3114 6.2768 1.4782 -0.026 0.094 -0.023
H 1.5161 7.6462 3.1797 -0.018 0.019 -0.012
H 2.8893 6.5641 4.9022 0.056 -0.037 -0.006
H 3.1502 4.1033 4.9672 0.027 -0.028 0.068
H -4.5681 0.8771 -2.1587 -0.036 -0.090 -0.011
H -5.0549 -2.4323 0.1957 -0.111 0.038 -0.084
H -5.6884 -4.6565 1.1142 0.001 0.016 -0.031
H -4.2371 -5.8034 2.7221 0.033 -0.045 0.014
H -2.1014 -4.7659 3.4699 0.039 -0.084 0.106
H 1.7892 -4.1706 4.5383 -0.080 -0.105 -0.067
H 4.1327 -4.3623 5.3535 0.009 -0.023 0.000
H 5.5645 -2.3827 5.4916 0.029 0.032 0.042
H 4.6949 -0.1370 4.8759 0.048 0.084 -0.065
F 5.7099 -3.5323 1.2302 0.307 0.290 0.147
C 4.4252 -3.2198 0.9018 0.250 -0.688 -0.166
F 4.2869 -3.7174 -0.3506 -0.179 0.169 -0.239
F 3.6782 -3.9938 1.6907 -0.245 0.150 0.198
C 4.1634 -1.7555 0.9886 0.008 0.237 0.060
C 5.2088 -0.8825 1.2197 -0.131 -0.035 0.005
C 4.9649 0.4820 1.2730 0.106 0.019 -0.082
C 3.6640 0.9198 1.0908 0.466 0.116 -0.047
N 2.6579 0.1001 0.8716 0.360 0.084 -0.109
C 2.8553 -1.2352 0.8042 0.174 -0.187 -0.296
S 1.4838 -2.1533 0.4642 -0.320 -0.839 -0.141
H 6.2119 -1.2657 1.3533 -0.018 -0.017 0.045
H 5.7617 1.1828 1.4533 0.089 0.132 0.047
H 3.4236 1.9752 1.1071 -0.054 0.098 0.130
C -4.0664 -1.0334 -6.0595 0.119 -0.199 0.069
C -3.1138 -2.0948 -5.5127 -0.314 0.113 0.075
N -1.9625 -1.4714 -4.8861 -0.017 -0.047 0.040
C -0.6630 -1.6844 -5.4694 0.319 0.054 -0.240
C -0.4901 -0.9571 -6.8038 0.032 -0.172 0.280
C -2.1760 -0.9356 -3.6414 -0.120 -0.210 -0.294
O -3.2540 -1.0660 -3.0976 -0.051 -0.007 0.201
C -1.0724 -0.1332 -3.0502 0.339 0.799 -0.190
C -0.5610 0.9973 -3.7070 -0.011 -0.453 0.617
C 0.3880 1.7686 -3.0497 -0.124 -0.057 -0.461
C 0.7852 1.4098 -1.7786 -0.058 -0.571 0.337
N 0.2953 0.3338 -1.1436 0.136 0.445 -1.272
C -0.6184 -0.4071 -1.7710 0.221 -0.142 0.046
H -4.9689 -1.4962 -6.4523 -0.131 -0.011 -0.083
H -3.5913 -0.4479 -6.8446 0.033 0.030 -0.102
H -4.3392 -0.3661 -5.2468 -0.100 0.070 0.034
H -2.7686 -2.7600 -6.3077 0.054 0.015 0.066
H -3.6404 -2.6836 -4.7531 0.096 -0.018 -0.170
H -0.5093 -2.7626 -5.6252 0.020 0.119 0.094
H 0.0892 -1.3384 -4.7580 -0.036 -0.150 -0.129
H -1.2246 -1.2987 -7.5316 -0.051 0.003 -0.079
H 0.5047 -1.1483 -7.1999 0.099 -0.004 -0.105
H -0.6098 0.1140 -6.6639 -0.019 0.119 -0.041
H -0.9256 1.2729 -4.6855 -0.032 0.030 -0.089
H 0.8052 2.6500 -3.5149 -0.015 0.065 0.007
H 1.5172 1.9862 -1.2313 0.048 0.100 0.094
H -0.9824 -1.2729 -1.2349 -0.092 -0.089 0.124
```
Forces are in eV/Å.

Löwdin atomic charge list, values in e, 2 entries: 0.84, -0.11

=====

Record 3
The following is a quantum chemistry calculation of a gas-phase ion, C5H10NOS (charge +1), from the OMol25 dataset.

- total charge = +1
- gap between HOMO and LUMO (alpha / beta) (eV) = 7.55 / 7.66
- ⟨S²⟩ = 2.02
- energy above the lowest of the compared OMol25 structures with the same formula, charge and spin (kcal per mole) = 47.90
- multiplicity = 3
- total energy (eV) = -19707.1652

Geometry as XYZ:
```
18
Properties=species:S:1:pos:R:3:forces:R:3
C -0.0235 -0.8209 2.4423 -2.782 0.684 0.898
C -1.3458 1.5813 -0.7732 0.846 0.119 2.421
C 1.0501 -1.5096 -0.4008 0.992 0.210 1.356
C -0.9472 -0.8305 1.4367 3.183 -0.585 -1.730
C 0.3171 1.1953 -2.3606 2.960 -0.136 3.110
N -0.3625 0.8402 -1.0434 0.123 2.284 -3.380
O 1.2303 -1.1437 2.4272 -0.659 0.286 -4.907
S -0.6130 -1.1706 -0.2808 -2.065 -1.284 1.764
H -0.4772 -0.4867 3.3771 0.374 -0.288 0.207
H -1.6698 1.4077 0.2360 -1.194 -0.139 0.387
H -1.6317 2.5262 -1.2020 -0.018 -0.007 -0.862
H 1.5020 -1.7266 -1.3118 0.272 -0.075 -1.657
H 1.6106 -1.7367 0.4801 -0.007 -0.166 0.181
H -1.9546 -0.6242 1.6256 -1.207 0.279 0.323
H 0.9642 2.1359 -2.0819 -1.166 -1.891 -0.935
H 0.9622 0.3293 -2.5666 0.095 0.625 -0.206
H -0.3204 1.3328 -3.1711 -1.382 0.488 -1.100
H 1.7091 -1.2991 3.1672 1.635 -0.405 4.129
```
Forces are in eV/Å.

natural (NBO) atomic charge list, values in e, 2 entries: 0.23, -0.01

=====

Record 4
The following is a quantum chemistry calculation of C3H6N2O2 in the gas phase, from the OMol25 dataset.

- gap between HOMO and LUMO (eV) = 10.48
- energy above the lowest of the compared OMol25 structures with the same formula, charge and spin (kcal per mole) = 24.62
- total energy (eV) = -10283.7298

Geometry as XYZ:
```
13
Properties=species:S:1:pos:R:3:forces:R:3
O -1.2754 -1.3454 -0.6430 -0.171 -0.171 -0.191
C -0.5710 -0.5648 -0.0578 -0.276 0.196 -0.042
N -0.1554 -0.8672 1.2353 -0.131 0.278 0.075
C 0.9243 -0.3598 1.9128 0.513 -0.429 -0.586
O 1.3187 -0.8443 2.9387 -0.009 0.348 0.286
C -0.2378 0.8007 -0.6639 0.887 -0.207 -0.180
N -0.2685 0.8305 -2.1051 -0.322 0.588 0.312
H -0.5807 -1.6744 1.6687 -0.090 -0.175 -0.120
H 1.4553 0.4162 1.3369 -0.048 0.148 0.443
H 0.7512 1.1478 -0.3463 -0.165 -0.075 -0.011
H -0.9332 1.5213 -0.2403 -0.302 0.027 0.118
H -1.0404 0.3176 -2.4994 0.112 -0.214 -0.035
H 0.6129 0.6217 -2.5365 0.001 -0.313 -0.069
```
Forces are in eV/Å.

natural (NBO) atomic charge list, values in e, 2 entries: -0.57, 0.67

=====

Record 5
The following is a quantum chemistry calculation of a molecular structure, C17H11AsF10IrN3S4, from the OMol25 dataset.

- total charge = -1
- gap between HOMO and LUMO (alpha / beta) (eV) = 6.85 / 5.05
- ⟨S²⟩ = 8.79
- energy above the lowest of the compared OMol25 structures with the same formula, charge and spin (kcal per mole) = 12.02
- multiplicity = 6
- total energy (eV) = -156469.2596

Geometry as XYZ:
```
47
Properties=species:S:1:pos:R:3:forces:R:3
Ir -0.0555 0.1783 -0.0995 -0.440 0.257 -0.497
C 0.6558 -0.8132 2.7141 0.147 -0.136 -0.039
N -0.1027 0.2567 2.0605 -0.180 0.191 -0.068
C 0.4947 1.5691 2.3588 0.164 0.231 -0.027
C 1.7759 1.7881 1.5456 0.180 -0.126 0.036
N 1.7739 0.9457 0.3471 -0.468 -0.044 0.109
C 2.9069 0.8969 -0.4047 0.565 -0.263 -0.292
C 3.2482 -0.2871 -1.1069 -0.157 0.295 0.369
F 2.5880 -1.4175 -0.8189 -0.130 -0.090 -0.163
C 4.3094 -0.3811 -1.9784 0.039 0.107 -0.011
F 4.5549 -1.5307 -2.6152 0.027 -0.078 -0.032
C 5.1586 0.6960 -2.1559 -0.044 0.003 0.088
F 6.1931 0.6263 -3.0052 0.026 -0.018 -0.014
C 4.9362 1.8348 -1.4083 0.066 -0.119 -0.060
F 5.7767 2.8691 -1.5279 0.025 0.104 -0.019
C 3.8530 1.9312 -0.5545 -0.240 -0.083 0.008
F 3.7304 3.0929 0.1140 -0.046 0.023 -0.065
C -1.5409 0.1839 2.3647 -0.380 -0.117 0.019
C -2.1482 -0.9698 1.5890 -0.175 0.065 -0.082
N -1.8479 -0.8195 0.1556 0.953 0.231 0.450
C -2.5878 -1.6107 -0.6906 -0.428 -0.519 -0.509
C -3.0307 -1.1298 -1.9445 0.101 0.110 0.434
F -2.7860 0.1311 -2.2737 0.111 0.109 -0.106
C -3.8011 -1.8623 -2.8211 -0.040 -0.198 0.032
F -4.2006 -1.3235 -3.9745 -0.013 0.060 -0.075
C -4.2181 -3.1394 -2.4879 0.054 0.022 0.097
F -4.9870 -3.8587 -3.3138 -0.002 0.020 -0.065
C -3.8382 -3.6481 -1.2661 -0.054 0.007 0.000
F -4.2206 -4.8814 -0.9101 -0.020 -0.093 -0.017
C -3.0475 -2.9120 -0.4022 0.237 0.249 -0.088
F -2.6877 -3.5486 0.7306 0.098 0.078 0.072
H 0.5972 -0.7111 3.8039 -0.043 0.048 -0.004
H 1.6974 -0.7529 2.4034 -0.026 0.001 -0.031
H 0.2680 -1.7887 2.4284 0.012 0.015 -0.038
H 0.7096 1.6704 3.4303 -0.053 -0.071 0.016
H -0.2364 2.3317 2.0954 -0.081 -0.051 -0.012
H 2.6606 1.5411 2.1471 0.003 0.027 0.012
H 1.8362 2.8506 1.3021 -0.062 -0.008 0.042
H -2.0096 1.1173 2.0505 0.119 0.079 -0.022
H -1.7230 0.0539 3.4398 0.106 -0.017 0.009
H -3.2330 -0.9633 1.7439 -0.003 -0.015 0.051
H -1.7748 -1.9144 1.9906 -0.054 -0.048 0.000
S 0.3860 3.9654 -1.1091 0.458 0.219 0.032
As -1.3030 2.6685 -0.6517 0.172 -0.571 0.697
S 0.2704 0.1506 -2.2867 -0.100 -0.051 0.213
S -2.1713 3.6822 1.0719 -0.073 0.039 -0.628
S -2.8295 3.2316 -2.0802 -0.351 0.121 0.180
```
Forces are in eV/Å.

natural (NBO) atomic charge list, values in e, 2 entries: 0.81, -0.42